Entry 1:
# C60H50FGeN2P3RhS

C60H50FGeN2P3RhS as an isolated structure (ωB97M-V/def2-TZVPD, the OMol25 dataset).

E_LUMO   -0.329 Ha
Charge   +3
E   -166936.2954 eV
Molar mass   1118.58 g/mol
Strongest force on any atom   0.7 eV Å⁻¹
Multiplicity   1

CARTESIAN COORDINATES (ANGSTROEM)
Rh  -0.0554  0.2295  -0.1928
F  -1.4915  2.1625  -4.1405
Ge  -0.6806  1.2638  -2.8900
C  1.1790  1.6521  -3.2459
C  1.4131  2.2880  -4.4638
C  2.6877  2.3158  -5.0161
C  3.7288  1.6471  -4.3882
C  3.5082  1.0153  -3.1737
C  2.2494  1.0646  -2.5671
P  2.1392  0.3655  -0.9004
C  3.2973  1.2156  0.2175
C  3.1048  1.1160  1.5979
C  4.0118  1.6869  2.4792
C  5.1165  2.3711  1.9967
C  5.3143  2.4799  0.6271
C  4.4180  1.9037  -0.2576
C  2.8276  -1.2876  -1.1547
C  2.3530  -2.0325  -2.2395
C  2.8919  -3.2795  -2.5074
C  3.9017  -3.7887  -1.6966
C  4.3766  -3.0484  -0.6215
C  3.8423  -1.7975  -0.3473
C  -1.0417  -0.5848  -3.4103
C  -0.9484  -0.7736  -4.7900
C  -1.2086  -2.0078  -5.3701
C  -1.5745  -3.0807  -4.5700
C  -1.6674  -2.9171  -3.1962
C  -1.4054  -1.6777  -2.6057
P  -1.6332  -1.5455  -0.8058
C  -3.3764  -1.1524  -0.5306
C  -3.8060  -0.6696  0.7004
C  -5.1623  -0.5025  0.9458
C  -6.0920  -0.8047  -0.0386
C  -5.6641  -1.2665  -1.2782
C  -4.3118  -1.4416  -1.5273
C  -1.4231  -3.2113  -0.1299
C  -0.2791  -3.9506  -0.4447
C  -0.1089  -5.2234  0.0719
C  -1.0720  -5.7671  0.9165
C  -2.2064  -5.0363  1.2371
C  -2.3880  -3.7615  0.7131
C  -1.8201  1.7875  -1.3530
C  -3.1615  1.7156  -1.7647
C  -4.1790  2.1406  -0.9342
C  -3.9027  2.5609  0.3678
C  -2.6027  2.5827  0.8265
C  -1.5561  2.2369  -0.0408
P  0.1686  2.4664  0.3836
C  0.7449  3.9395  -0.4747
C  -0.1015  5.0448  -0.2998
C  0.2157  6.2611  -0.8778
C  1.3712  6.3849  -1.6399
C  2.2093  5.2940  -1.8152
C  1.9018  4.0715  -1.2361
C  0.3647  2.7494  2.1386
C  -0.2076  1.8481  3.0429
C  -0.0289  2.0328  4.4021
C  0.7194  3.1116  4.8658
C  1.2882  4.0047  3.9687
C  1.1193  3.8254  2.6038
H  0.5907  2.7452  -4.9973
H  2.8546  2.8223  -5.9577
H  4.7097  1.6094  -4.8436
H  4.3195  0.4725  -2.7049
H  2.2522  0.5856  1.9932
H  3.8483  1.5990  3.5458
H  5.8224  2.8201  2.6831
H  6.1735  3.0132  0.2426
H  4.6008  2.0139  -1.3154
H  1.5857  -1.6275  -2.8917
H  2.5398  -3.8478  -3.3587
H  4.3336  -4.7562  -1.9173
H  5.1793  -3.4364  -0.0085
H  4.2301  -1.2145  0.4792
H  -0.6798  0.0589  -5.4307
H  -1.1330  -2.1266  -6.4431
H  -1.7955  -4.0431  -5.0121
H  -1.9584  -3.7610  -2.5845
H  -3.0746  -0.4416  1.4644
H  -5.4981  -0.1314  1.9061
H  -7.1491  -0.6792  0.1566
H  -6.3856  -1.5008  -2.0499
H  -3.9953  -1.8075  -2.4955
H  0.4770  -3.5331  -1.1003
H  0.7705  -5.7971  -0.1913
H  -0.9453  -6.7690  1.3064
H  -2.9701  -5.4684  1.8710
H  -3.2916  -3.2140  0.9465
H  -3.4054  1.3831  -2.7669
H  -5.1984  2.1416  -1.2976
H  -4.7097  2.8830  1.0134
H  -2.3806  2.9230  1.8299
H  -1.0078  4.9592  0.2881
H  -0.4396  7.1100  -0.7375
H  1.6163  7.3346  -2.0967
H  3.1111  5.3920  -2.4055
H  2.5748  3.2443  -1.3798
H  -0.8027  1.0152  2.6846
H  -0.4818  1.3477  5.1076
H  0.8507  3.2605  5.9297
H  1.8641  4.8459  4.3308
H  1.5764  4.5195  1.9105
C  0.4711  -4.4233  5.0812
C  -0.1983  -3.3138  4.3492
C  -1.4247  -2.7860  4.6606
C  -1.9329  -1.7514  3.8720
N  -1.2741  -1.2809  2.8008
C  -0.1029  -1.8049  2.4986
S  0.8721  -1.4366  1.1272
N  0.4384  -2.7861  3.2790
C  -3.2489  -1.1381  4.2137
H  0.0508  -4.5349  6.0770
H  1.5444  -4.2513  5.1676
H  0.3173  -5.3606  4.5404
H  -1.9756  -3.1549  5.5139
H  1.3456  -3.1557  3.0166
H  -3.2741  -0.8611  5.2683
H  -4.0463  -1.8696  4.0598
H  -3.4479  -0.2621  3.6047

Löwdin atomic charge list, values in e, 5 entries: 0.29, -0.22, 0.90, -0.28, -0.07

Entry 2:
# C22H42F3O20

A 7-piece molecular cluster, C22H42F3O20 overall in a non-equilibrium geometry (ωB97M-V/def2-TZVPD, the OMol25 dataset).

E_LUMO   0.085 Ha
Charge   -1
E   -72597.1485 eV
Molar mass   683.55 g/mol
Strongest force on any atom   2.6 eV Å⁻¹
Multiplicity   1

CARTESIAN COORDINATES (ANGSTROEM)
C  -1.5012  -1.0345  -0.9121
O  -1.9383  -0.1490  0.1550
O  -2.3532  -1.1946  -1.8720
C  -0.0997  -0.5216  -1.2364
F  0.3350  -1.0586  -2.4211
F  0.0247  0.8269  -1.4148
F  0.8171  -0.8801  -0.2963
C  -2.3583  -0.7874  1.3077
C  -2.5743  0.2919  2.3441
H  -2.8242  -0.0009  3.3722
H  -1.5944  0.7551  2.4687
H  -3.3102  1.0481  2.0770
H  -1.6625  -1.5268  1.7315
H  -3.2765  -1.3463  1.0701
H  -1.3244  -2.0616  -0.5090
C  7.2651  -0.8210  -5.3740
O  6.4375  -1.3217  -4.3598
C  5.5560  -0.4904  -3.8264
O  5.4175  0.6761  -4.1248
O  4.8532  -1.1312  -2.8934
C  3.5188  -0.7319  -2.7012
H  8.1055  -1.4893  -5.5599
H  7.6999  0.1529  -5.1652
H  6.6884  -0.8155  -6.2998
H  2.9891  -1.3665  -1.9857
H  2.9121  -0.8485  -3.6028
H  3.3808  0.2611  -2.2681
C  -8.2844  -1.3074  1.2879
O  -8.1722  -0.5615  2.5006
C  -7.1820  0.3092  2.5793
O  -6.4734  0.6176  1.6786
O  -7.0745  0.6639  3.8592
C  -6.0127  1.5458  4.1980
H  -7.9281  -2.3080  1.5027
H  -7.8963  -0.8026  0.4115
H  -9.3584  -1.3808  1.0988
H  -5.0813  1.0069  3.9728
H  -5.9762  1.7401  5.2640
H  -6.0078  2.4399  3.5764
C  4.2148  -0.2262  0.7386
O  5.3504  0.2807  -0.0114
C  5.1276  1.4421  -0.6184
O  4.0949  2.0315  -0.6141
O  6.2411  1.8181  -1.2053
C  6.1676  2.9304  -2.0709
H  3.8504  0.5541  1.4008
H  4.6276  -1.0679  1.2919
H  3.4169  -0.5885  0.0914
H  6.1457  3.8770  -1.5243
H  5.3335  2.8538  -2.7631
H  7.0928  2.9540  -2.6442
C  -6.1606  -4.5697  -0.2796
O  -5.2993  -4.9924  0.7629
C  -3.9768  -4.7713  0.6257
O  -3.4210  -4.4789  -0.4017
O  -3.3939  -4.9335  1.8192
C  -2.0162  -4.6664  1.9259
H  -5.7380  -4.8801  -1.2367
H  -6.3138  -3.4919  -0.2271
H  -7.1340  -5.0497  -0.1875
H  -1.4461  -5.3214  1.2661
H  -1.6678  -4.8737  2.9365
H  -1.7521  -3.6291  1.7353
C  -1.9213  5.6623  -4.7942
O  -0.5809  5.3584  -4.4720
C  -0.3221  4.1169  -4.0919
O  -1.1275  3.2640  -3.9587
O  0.9681  3.9955  -3.8477
C  1.3612  2.8897  -3.0810
H  -1.9946  6.5899  -5.3659
H  -2.5109  5.7805  -3.8840
H  -2.3791  4.9232  -5.4563
H  1.2320  3.0222  -2.0051
H  2.4321  2.7430  -3.2174
H  0.8720  1.9458  -3.3034
C  5.2315  -0.0380  4.9143
O  4.0312  -0.0524  4.1764
C  2.8748  0.1350  4.8069
O  2.7444  0.3829  5.9803
O  1.9142  0.0913  3.8877
C  0.6065  0.3527  4.3809
H  5.3224  0.7786  5.6262
H  6.0631  0.0667  4.2204
H  5.3236  -1.0173  5.3848
H  -0.0314  0.8092  3.6379
H  0.6582  1.1183  5.1653
H  0.1530  -0.5174  4.8534

Löwdin atomic charge list, values in e, 5 entries: -0.57, -0.09, -0.15, -0.50, 0.09

Entry 3:
# CH6NPS

A 2-piece molecular cluster, CH6NPS overall in a non-equilibrium geometry (ωB97M-V/def2-TZVPD, the OMol25 dataset).

E_LUMO   0.000 Ha
Charge   0
E   -22740.7232 eV
Molar mass   95.11 g/mol
Strongest force on any atom   4.6 eV Å⁻¹
Multiplicity   1

CARTESIAN COORDINATES (ANGSTROEM)
C  -1.4223  0.7927  0.0820
N  -0.1818  -1.4190  -0.3428
P  2.1939  0.6289  0.1986
S  0.1325  0.1322  0.2716
H  -1.5844  1.0038  -0.9951
H  -1.0422  2.2021  0.8434
H  -0.9897  -1.9357  -0.6345
H  0.4716  -2.0031  0.2046
H  2.0634  0.8886  -1.2509
H  0.3593  -0.2903  1.6231

Löwdin atomic charge list, values in e, 5 entries: -0.42, -0.27, 0.38, 0.28, -0.04

Entry 4:
# C3H12N4

A 2-piece molecular cluster, C3H12N4 overall in a non-equilibrium geometry (ωB97M-V/def2-TZVPD, the OMol25 dataset).

E_LUMO   0.036 Ha
Charge   0
E   -9261.6755 eV
Molar mass   104.16 g/mol
Strongest force on any atom   3.7 eV Å⁻¹
Multiplicity   1

CARTESIAN COORDINATES (ANGSTROEM)
C  -0.2993  -2.1778  0.4704
C  0.2667  -0.9932  0.7649
N  1.2470  -0.3676  -0.0765
C  2.3189  0.4161  0.5453
H  -0.2117  -2.6254  -0.5131
H  -0.8071  -2.7483  1.2378
H  0.1712  -0.5190  1.7374
H  1.5859  -1.0038  -0.7965
H  2.9492  -0.2195  1.1700
H  1.8665  1.2163  1.1349
H  2.9210  0.8883  -0.2341
N  -2.0725  0.4342  -1.3653
N  -1.0169  0.7701  -0.4961
N  -1.2845  1.9830  0.1832
H  -1.7204  -0.0635  -2.1823
H  -2.6799  -0.2540  -0.9006
H  0.2145  0.5028  -0.6596
H  -1.1833  2.7468  -0.4856
H  -2.2654  2.0143  0.4658

Löwdin atomic charge list, values in e, 5 entries: -0.02, -0.24, -0.16, -0.08, 0.05

Entry 5:
# C29H29N4O4PRu

C29H29N4O4PRu as an isolated structure in a non-equilibrium geometry (ωB97M-V/def2-TZVPD, the OMol25 dataset).

E_LUMO (alpha / beta)   -0.224 / -0.317 Ha
Charge   +2
E   -56548.1181 eV
Molar mass   629.62 g/mol
Strongest force on any atom   2.1 eV Å⁻¹
Multiplicity   5

CARTESIAN COORDINATES (ANGSTROEM)
Ru  0.2940  1.1863  0.3154
O  2.2419  1.2422  0.1537
C  3.1022  2.1745  0.3351
C  4.4809  1.9309  0.1107
C  5.4201  2.9068  0.3295
C  5.0461  4.1674  0.8233
C  3.7193  4.4488  1.0374
C  2.7153  3.4996  0.7582
C  1.3665  3.8892  0.8546
N  0.3092  3.1475  0.6016
N  -0.8506  3.7683  0.6689
C  -1.9305  3.0149  0.5920
O  -1.7715  1.7331  0.5195
C  -3.1959  3.7307  0.6421
C  -4.4184  3.0744  0.8162
C  -5.5825  3.8030  0.9422
C  -5.5475  5.1915  0.9009
C  -4.3417  5.8537  0.7009
C  -3.1745  5.1346  0.5690
H  4.7646  0.9466  -0.2267
H  6.4603  2.6962  0.1319
H  5.8010  4.9104  1.0282
H  3.4171  5.4119  1.4211
H  1.1592  4.9260  1.1092
H  -4.4291  1.9996  0.8895
H  -6.5208  3.2961  1.0998
H  -6.4534  5.7610  1.0319
H  -4.3116  6.9307  0.6692
H  -2.2288  5.6323  0.4171
C  -3.9542  -0.7150  0.3695
P  -2.1449  -0.7027  0.0900
C  -1.9575  -0.2523  -1.6858
C  -1.7426  -2.4536  0.3855
C  -1.2719  -3.3267  -0.5876
C  -1.0805  -4.6579  -0.2645
C  -1.2990  -5.1094  1.0284
C  -1.7409  -4.2317  2.0091
C  -1.9535  -2.9054  1.6893
H  -4.1809  -0.8227  1.4283
H  -4.3904  -1.5533  -0.1747
H  -4.3804  0.2107  -0.0020
H  -1.8594  -1.1356  -2.3143
H  -1.0690  0.3939  -1.8063
H  -2.8376  0.3111  -1.9971
H  -1.0841  -3.0022  -1.5982
H  -0.7614  -5.3435  -1.0340
H  -1.1171  -6.1453  1.2663
H  -1.9071  -4.5779  3.0177
H  -2.2861  -2.2083  2.4455
O  4.8272  -4.5174  -3.8231
C  3.5596  -4.8720  -3.4047
N  3.2046  -4.1838  -2.1615
C  2.2768  -3.2214  -2.1061
O  1.5828  -2.8782  -3.0442
C  2.0427  -2.5670  -0.7591
C  2.5133  -2.9952  0.4778
C  2.0813  -2.3337  1.6222
C  1.1902  -1.2826  1.4981
N  0.7537  -0.8568  0.3077
C  1.1824  -1.4697  -0.7877
H  4.8082  -3.7271  -4.3755
H  3.5771  -5.9458  -3.1972
H  2.7787  -4.6450  -4.1366
H  3.8306  -4.3495  -1.3886
H  3.1968  -3.8268  0.5666
H  2.4351  -2.6431  2.5930
H  0.8029  -0.7474  2.3651
H  0.8328  -1.1153  -1.7552

Löwdin atomic charge list, values in e, 5 entries: 1.36, -0.17, -0.29, 0.02, -0.01

Entry 6:
# C35H26LuN9O

C35H26LuN9O as an isolated structure (ωB97M-V/def2-TZVPD, the OMol25 dataset).

E_LUMO   -0.250 Ha
Charge   +2
E   -85783.7116 eV
Molar mass   763.62 g/mol
Strongest force on any atom   0.5 eV Å⁻¹
Multiplicity   1

CARTESIAN COORDINATES (ANGSTROEM)
Lu  1.3991  0.3524  -2.3510
C  5.8454  -0.1502  -1.4209
C  6.1928  1.1556  -1.1136
C  5.2574  2.1757  -1.2085
C  3.9674  1.8841  -1.6434
C  3.5711  0.5551  -1.9173
C  4.5391  -0.4461  -1.7971
C  2.9466  2.9563  -1.8037
C  3.1777  4.2898  -1.3974
C  2.2032  5.2291  -1.5654
C  0.9706  4.8808  -2.1683
C  -0.0574  5.8211  -2.4060
C  -1.2193  5.4364  -3.0166
C  -1.3861  4.0976  -3.4222
C  -0.4019  3.1701  -3.2018
C  0.7945  3.5413  -2.5597
N  1.7673  2.5954  -2.3280
H  6.5905  -0.9315  -1.3555
H  7.2021  1.3837  -0.7998
H  5.5705  3.1804  -0.9649
H  4.2904  -1.4826  -2.0034
H  4.1194  4.5582  -0.9466
H  2.3658  6.2501  -1.2441
H  0.0981  6.8491  -2.1055
H  -2.0018  6.1563  -3.2075
H  -2.2951  3.8055  -3.9309
H  -0.5573  2.1571  -3.5736
C  -2.7223  2.5640  1.1686
N  -1.9965  1.8342  0.1168
C  -0.6951  1.6635  -0.0369
N  -0.4740  0.7996  -1.0349
C  -1.7392  0.4710  -1.4399
N  -2.6749  1.0837  -0.7738
C  -2.6764  1.8168  2.4766
C  -2.6772  2.5117  3.6786
C  -2.7205  1.8201  4.8826
C  -2.7434  0.4360  4.8948
C  -2.7192  -0.2593  3.6889
C  -2.6981  0.4291  2.4845
C  -2.7382  -1.7215  3.6788
N  -3.1691  -2.5345  4.5697
N  -2.9777  -3.8204  4.0514
C  -2.4583  -3.6633  2.8893
O  -2.2740  -2.3551  2.5625
C  -2.0568  -4.6885  1.9263
C  -2.7303  -5.9048  1.9076
C  -2.3513  -6.8814  0.9993
C  -1.2994  -6.6479  0.1264
C  -0.6107  -5.4390  0.1633
C  0.6061  -5.2883  -0.7169
N  1.0237  -3.8916  -0.8935
C  0.5903  -2.9806  -1.7455
N  1.2278  -1.8213  -1.5301
C  2.0571  -2.1270  -0.4750
N  1.9564  -3.3604  -0.0741
C  -0.9951  -4.4559  1.0593
H  -3.7360  2.6574  0.7796
H  -2.2904  3.5618  1.2402
H  0.0483  2.1498  0.5738
H  -1.9712  -0.2242  -2.2323
H  -2.6582  3.5947  3.6828
H  -2.7322  2.3670  5.8150
H  -2.7739  -0.1110  5.8269
H  -2.7256  -0.1302  1.5582
H  -3.5446  -6.0708  2.5991
H  -2.8778  -7.8248  0.9721
H  -1.0050  -7.4174  -0.5767
H  0.4531  -5.7103  -1.7100
H  1.4775  -5.7752  -0.2787
H  -0.1629  -3.1868  -2.4889
H  2.7443  -1.4233  -0.0337
H  -0.4593  -3.5168  1.1207

Löwdin atomic charge list, values in e, 5 entries: 1.81, -0.05, -0.04, -0.01, -0.22